1.
The following is a DFT calculation (ωB97M-V with the def2-TZVPD basis set) of C6H11NO in the gas phase.

Last column: Mulliken charge in e.
Positions of all 19 atoms, in Å:
C: -0.6442 -0.9616 1.3891  0.0696
N: 0.0789 -0.1638 0.5833  0.0892
C: 0.6495 1.0985 1.0052  -0.6545
C: 0.2334 2.1227 -0.0169  -0.5133
C: 0.0525 1.2356 -1.3322  -0.6243
C: -0.0666 -0.2111 -0.8648  0.1200
C: 0.7960 -1.2660 -1.5404  -1.4206
O: -1.2905 -1.9179 0.9957  -0.5722
H: -0.5462 -0.8031 2.4732  0.3180
H: 0.3330 1.2291 2.0395  0.4080
H: 1.7386 1.0878 1.1361  0.2231
H: -0.7272 2.5883 0.2016  0.2854
H: 0.9651 2.8475 -0.3519  0.3051
H: 0.9106 1.4522 -1.9565  0.3336
H: -0.8649 1.5480 -1.8217  0.2716
H: -1.1071 -0.4990 -1.0425  0.3094
H: 0.6191 -2.1974 -1.0109  0.3517
H: 0.4586 -1.4033 -2.5611  0.3709
H: 1.8271 -0.9456 -1.7102  0.3293

As for the structure (SMILES): C[C@@H]1CCCN1C=O. For the frontier orbital gap, the calculation gives 0.376 Eh. The value obtained for the energy above the lowest of the compared OMol25 structures with the same formula, charge and spin is 13.03 kcal/mol.

---

2.
The following is a DFT calculation (ωB97M-V with the def2-TZVPD basis set) of C6H11NO as an isolated structure.

Last column: Mulliken charge in e.
Positions of all 19 atoms, in Å:
C: 0.1707 -1.0820 -0.4859  -0.4492
C: -1.3687 -1.0710 -0.5571  -0.5241
C: 0.9147 -0.1850 1.0179  -0.1825
C: 0.9655 1.2827 -1.5404  -0.8675
C: -0.1006 -0.2479 2.1270  -1.2292
N: 0.0953 0.4237 -0.7787  0.1965
C: -1.3022 0.4363 -0.7698  0.3193
O: -2.0769 1.3527 -0.8594  -0.6531
H: 0.6894 -1.6141 -1.2907  0.3077
H: -1.9354 -1.3774 0.3203  0.2635
H: -1.7699 -1.5958 -1.4278  0.2937
H: 1.7064 -0.9180 1.1351  0.3118
H: 1.4335 0.7811 1.0433  0.3213
H: 1.8932 1.4829 -0.9927  0.2816
H: 1.2329 0.8167 -2.4961  0.2992
H: 0.4878 2.2460 -1.7145  0.3193
H: -0.9502 0.4068 1.9341  0.3167
H: 0.3691 0.1247 3.0440  0.3990
H: -0.4546 -1.2623 2.2914  0.2761

For the frontier orbital gap, the calculation gives 0.321 Eh. The value obtained for the energy above the lowest of the compared OMol25 structures with the same formula, charge and spin is 100.28 kcal/mol.

---

3.
The following is a DFT calculation (ωB97M-V with the def2-TZVPD basis set) of C6H11NO in the gas phase.

Last column: Mulliken charge in e.
Positions of all 19 atoms, in Å:
C: 2.6019 -0.1882 -0.2151  -0.8485
C: 0.0736 -1.8323 0.1841  -1.3217
C: -1.1803 1.9954 -0.0848  -1.0825
N: 1.3371 0.4716 0.0290  -0.3137
C: -0.0428 -0.3422 0.1668  0.4720
C: -1.0057 0.5199 -0.0378  0.4538
C: -2.5285 -0.2609 -0.0664  -0.0857
O: -3.5439 0.3980 -0.1566  -0.4827
H: 1.4073 1.2050 0.7304  0.2305
H: -2.5966 -1.3604 0.0488  0.2275
H: 3.4091 0.5507 -0.2947  0.3075
H: 2.8702 -0.8815 0.5947  0.2837
H: 2.5674 -0.7466 -1.1564  0.2908
H: -0.8818 -2.3527 0.2573  0.3430
H: 0.6851 -2.1501 1.0347  0.3111
H: 0.5586 -2.1899 -0.7296  0.3005
H: -2.0027 2.3018 0.5710  0.3260
H: -1.4307 2.3073 -1.1038  0.2666
H: -0.2974 2.5552 0.2285  0.3217

As for the structure (SMILES): CN/C(C)=C(\C)C=O. For the frontier orbital gap, the calculation gives 0.336 Eh. The value obtained for the energy above the lowest of the compared OMol25 structures with the same formula, charge and spin is 62.68 kcal/mol.

---

4.
The following is a DFT calculation (ωB97M-V with the def2-TZVPD basis set) of C6H11NO in the gas phase.

Last column: Mulliken charge in e.
Positions of all 19 atoms, in Å:
C: -0.9900 -0.7458 -0.0814  -0.0070
C: 0.3163 -1.1683 -0.8849  -0.7660
C: 1.2169 0.1300 -1.0969  -0.9241
C: 0.7135 0.9235 0.0435  0.4139
C: -0.2857 1.9922 0.6002  -0.5916
C: -0.8108 0.7438 -0.1213  -0.2253
H: -0.8580 -2.3851 1.2186  0.1870
H: -1.8809 -1.1680 1.7490  0.2330
H: -1.7756 -0.9279 -0.7619  0.3047
H: 0.8550 -1.9214 -0.3260  0.3473
H: 0.0804 -1.6226 -1.8906  0.3048
H: 1.0680 0.5136 -2.0875  0.3267
H: 2.2514 -0.0728 -0.9336  0.3352
H: 1.7046 0.8269 1.6595  0.3405
H: -0.2997 2.0424 1.6657  0.3082
H: -0.4196 2.8890 -0.0003  0.2420
H: -1.0203 1.0998 -1.1338  0.2003
N: -1.0196 -1.3739 1.2006  -0.5023
O: 1.1541 0.2245 1.1810  -0.5271

As for the structure (SMILES): N[C@@H]1CC[C@]2(O)C[C@H]12. For the frontier orbital gap, the calculation gives 0.325 Eh. The value obtained for the energy above the lowest of the compared OMol25 structures with the same formula, charge and spin is 97.29 kcal/mol.

---

5.
The following is a DFT calculation (ωB97M-V with the def2-TZVPD basis set) of C6H11NO in the gas phase.

Last column: Mulliken charge in e.
Positions of all 19 atoms, in Å:
C: -0.1619 2.4776 -0.8843  -1.0359
C: -0.4580 0.7546 0.9256  -0.7166
C: -0.8994 -0.7016 0.7435  -0.2132
C: -0.4474 -2.1157 0.7400  -0.5217
C: 0.2712 -1.1502 -0.1781  0.6958
C: 0.0744 -0.1500 -1.2607  -0.7421
H: -1.1847 2.4927 -1.3076  0.3293
H: 0.5329 2.7599 -1.6792  0.2818
H: -0.0650 3.1837 -0.0793  0.3844
H: 0.2995 0.8567 1.7647  0.2014
H: -1.2878 1.4806 1.1558  0.4256
H: -1.8964 -0.7100 0.2422  0.1884
H: 0.2122 -2.4347 1.5825  0.2026
H: -1.0173 -2.9664 0.4111  0.2593
H: 1.7700 0.0023 0.0959  0.4067
H: 0.7764 0.0134 -2.1414  0.2675
H: -0.9482 -0.1437 -1.7031  0.3057
N: 0.1129 1.1061 -0.3569  -0.1246
O: 1.4681 -0.8707 0.4551  -0.5943

As for the structure (SMILES): CN1C[C@@H]2C[C@@]2(O)C1. For the frontier orbital gap, the calculation gives 0.331 Eh. The value obtained for the energy above the lowest of the compared OMol25 structures with the same formula, charge and spin is 109.86 kcal/mol.

---

6.
The following is a DFT calculation (ωB97M-V with the def2-TZVPD basis set) of C6H11NO as an isolated structure.

Last column: Mulliken charge in e.
Positions of all 19 atoms, in Å:
C: 2.2561 -0.6041 -0.2157  -0.2828
C: 1.9705 -0.0460 1.1705  -0.9523
O: 1.1391 -0.5413 -1.1100  -0.5964
H: 0.8372 0.4185 -1.1960  0.3550
H: 3.0981 -0.0722 -0.6722  0.3129
H: 2.5211 -1.6617 -0.1598  0.2743
H: 1.1442 -0.5771 1.6442  0.1971
H: 1.7253 1.0147 1.1200  0.3150
H: 2.8533 -0.1509 1.8019  0.3870
C: -1.3295 -1.0842 -0.1198  -0.8270
C: -1.9117 0.2010 -0.1999  0.6739
C: -3.0556 0.8285 -0.1538  -0.8364
C: -0.5712 1.6251 -0.6836  -0.0668
N: -0.3831 2.7601 -0.5575  -0.5116
H: -1.1584 -1.4185 0.9039  0.2510
H: -1.8291 -1.8218 -0.7506  0.3457
H: -0.2240 -1.0181 -0.5961  0.3472
H: -3.9370 0.2654 0.1376  0.2813
H: -3.1456 1.8825 -0.3632  0.3328

For the frontier orbital gap, the calculation gives 0.369 Eh. The value obtained for the energy above the lowest of the compared OMol25 structures with the same formula, charge and spin is 106.67 kcal/mol.

---

What is the formula in the second record? C6H11NO

---

frontier orbital gap of number 3 (C6H11NO)? 0.336 Eh

---

Which of these has the lowest frontier orbital gap? number 2